# 1
{
  "formula": "C29H25BrO3",
  "method": "ωB97M-V/def2-TZVPD",
  "elements": ["Br", "O", "O", "O", "C", "C", "C", "C", "C", "C", "C", "C", "C", "C", "C", "C", "C", "C", "C", "C", "C", "C", "C", "C", "C", "C", "C", "C", "C", "C", "C", "C", "C", "H", "H", "H", "H", "H", "H", "H", "H", "H", "H", "H", "H", "H", "H", "H", "H", "H", "H", "H", "H", "H", "H", "H", "H", "H"],
  "coordinates": [[4.39435, 0.43318, 2.34203], [-6.91353, -2.83130, 8.21809], [-2.42292, 1.58804, 2.63365], [-3.86186, -0.11891, 2.36489], [2.06864, -1.21574, 1.98676], [0.70182, -1.46891, 1.96745], [-7.40685, -5.19184, 8.07199], [0.27344, 0.91900, 2.28646], [-0.38581, -4.08272, 7.57030], [-0.24067, -0.41919, 2.23285], [-4.57830, -3.21547, 8.58048], [-9.10382, -4.65038, 5.90169], [0.79852, -2.34407, 6.33556], [0.82826, -4.59490, 8.01026], [-1.64554, -2.23545, 6.38352], [-5.33277, -1.85970, 6.68359], [-2.93450, -2.38483, 6.95173], [-8.90159, -5.96165, 6.33083], [-2.58426, 0.37084, 2.47701], [2.03080, -4.03112, 7.55347], [-8.48465, -3.59287, 6.57017], [-3.26365, -3.00897, 8.20167], [-6.19846, 0.29366, 2.50694], [-5.59517, -2.63533, 7.81514], [2.01350, -2.90605, 6.71688], [-4.82716, 0.90979, 2.68760], [-0.44944, -2.90632, 6.76640], [1.63621, 1.17357, 2.29800], [2.53970, 0.09815, 2.19444], [-7.61311, -3.88718, 7.62067], [-4.01889, -1.77072, 6.24141], [-1.60925, -0.68650, 2.38122], [-8.06348, -6.23342, 7.41212], [-7.91765, -7.25405, 7.76920], [-0.43277, 1.74231, 2.31956], [0.77744, -1.44066, 5.72936], [-4.71304, 1.80406, 2.03712], [-6.15122, -1.38636, 6.14259], [-4.84089, -3.81392, 9.45570], [0.85202, -5.44568, 8.70196], [-1.32247, -4.57382, 7.85581], [-4.65881, 1.21382, 3.74375], [-8.62875, -2.55339, 6.28114], [2.78890, -2.02506, 1.86570], [-3.79370, -1.18455, 5.35316], [-2.01676, -1.66085, 2.13250], [-6.46848, 0.28320, 1.44981], [2.97930, -4.46907, 7.85738], [-6.25419, -0.72480, 2.89942], [0.32753, -2.46458, 1.71926], [2.95338, -2.46981, 6.36009], [-6.94116, 0.90659, 3.01492], [-9.41796, -6.77886, 5.83414], [1.99700, 2.19527, 2.40556], [-2.45839, -3.30466, 8.88430], [-6.73258, -5.36199, 8.91226], [-9.76114, -4.42926, 5.06015], [-1.55584, -1.49561, 5.58898]],
  "total_charge": 0,
  "de_lowest_kcal_mol": 0.0,
  "homo_ev": -5.67,
  "lumo_energy_ev": -3.0,
  "gap_ev": 2.6351
}

=====

# 2
{
  "formula": "C29H25ClF4FeIN11O2",
  "method": "ωB97M-V/def2-TZVPD",
  "elements": ["I", "Fe", "Cl", "F", "F", "F", "F", "O", "O", "N", "N", "N", "N", "N", "N", "N", "N", "N", "N", "N", "C", "C", "C", "C", "C", "C", "C", "C", "C", "C", "C", "C", "C", "C", "C", "C", "C", "C", "C", "C", "C", "C", "C", "C", "C", "C", "C", "C", "C", "H", "H", "H", "H", "H", "H", "H", "H", "H", "H", "H", "H", "H", "H", "H", "H", "H", "H", "H", "H", "H", "H", "H", "H", "H"],
  "coordinates": [[1.88532, 2.75892, -1.32925], [0.00271, -0.09241, -0.02185], [1.64474, 0.57874, 1.45584], [-3.67684, 0.32735, 0.29458], [-5.26564, 3.23834, 3.68020], [-6.08625, -0.45641, -0.19120], [-7.70334, 2.45040, 3.20248], [-1.58800, -5.55869, 4.07564], [2.64332, -6.60184, -0.03668], [-3.26930, -2.33190, -1.73058], [-8.92051, -1.08576, -0.72338], [-2.66898, -0.18059, -2.36588], [-0.44687, -1.39237, 1.56664], [-1.23560, -1.40604, -1.03204], [-2.20268, 3.88550, 4.06987], [-10.45658, 1.22947, 2.55829], [1.20262, -1.88490, -0.48560], [-0.85982, 1.03485, -1.52052], [-2.43054, 2.04570, -2.87561], [-1.00607, 1.37420, 0.89058], [2.03230, -2.13327, -1.50510], [-5.44812, 2.33098, 2.71976], [-2.37441, -1.33330, -1.66602], [-1.47728, -1.97760, 3.64597], [-2.58461, 3.15212, 3.27052], [-1.92675, 1.73690, 1.49705], [1.61352, -4.13229, 0.24904], [-5.94365, 0.47431, 0.77000], [3.17424, -5.68953, -0.97037], [2.69383, -3.32796, -1.68954], [-8.67912, -0.36418, 0.14129], [-4.43130, -2.31203, -2.61437], [-1.92176, 0.96337, -2.23623], [1.54800, 0.70222, -1.23183], [-2.97933, 2.24182, 2.24751], [-0.98506, -3.26622, 3.57700], [2.48343, -4.36864, -0.79929], [-1.25896, -4.30399, 4.63781], [-4.33193, 1.84996, 2.00383], [-8.38885, 0.52993, 1.20503], [-4.67491, 0.89874, 1.02709], [-0.17486, -3.57788, 2.49250], [-1.17268, -1.07719, 2.64112], [1.00734, -2.89109, 0.39005], [-9.51365, 0.94158, 1.96399], [-7.06721, 0.96025, 1.47383], [-6.73159, 1.91407, 2.46933], [-2.97851, -3.57097, -1.02298], [0.08237, -2.62929, 1.52009], [-1.88794, 2.89376, -2.91168], [-5.18422, -2.97996, -2.20370], [-2.71021, -3.36291, 0.01477], [3.10005, -7.44539, -0.11585], [-1.50992, -0.06150, 2.72698], [4.24939, -5.53529, -0.81902], [-4.18523, -2.63100, -3.62870], [3.03083, -6.03085, -2.00180], [-4.90742, -1.33438, -2.63474], [-2.50272, -5.53925, 3.77321], [2.18965, -1.35827, -2.23290], [2.42341, 0.29403, -0.75832], [-3.14392, 1.94204, -3.57654], [-3.55168, -0.11181, -2.84124], [-2.08102, -1.64566, 4.48017], [1.26272, 0.29062, -2.19045], [-0.53509, 1.99500, -1.46226], [1.41803, -4.92274, 0.95379], [-0.34842, -4.46241, 5.21860], [-2.17588, -4.13993, -1.50060], [-3.87597, -4.18178, -1.01738], [-2.02553, -3.94502, 5.32876], [-1.10341, -2.34364, -0.68715], [3.35592, -3.43201, -2.53863], [0.25260, -4.56690, 2.42986]],
  "spin_multiplicity": 2,
  "total_charge": 1,
  "de_lowest_kcal_mol": 33.0,
  "homo_ev": [-9.58, -10.23],
  "lumo_energy_ev": [-4.1, -4.3],
  "s_squared": 0.7974,
  "gap_ev": [5.5054, 5.8920]
}

=====

# 3
{
  "formula": "C29H25N3O2",
  "method": "ωB97M-V/def2-TZVPD",
  "elements": ["O", "O", "N", "N", "N", "C", "C", "C", "C", "C", "C", "C", "C", "C", "C", "C", "C", "C", "C", "C", "C", "C", "C", "C", "C", "C", "C", "C", "C", "C", "C", "C", "C", "C", "H", "H", "H", "H", "H", "H", "H", "H", "H", "H", "H", "H", "H", "H", "H", "H", "H", "H", "H", "H", "H", "H", "H", "H", "H"],
  "coordinates": [[6.32748, -2.72734, 1.26783], [0.61957, 5.26050, 1.35672], [-1.69003, -0.28691, -1.24840], [-0.93365, -0.53051, -3.28185], [-0.67458, -0.67728, -2.01014], [-2.19733, 0.03010, -3.38691], [3.67464, -0.22560, 0.66743], [4.02630, -2.71838, 1.86247], [-4.17522, 0.95347, -4.40273], [0.18556, 1.82461, 0.14567], [7.42767, -2.19599, 0.49678], [-2.19642, -3.15489, 0.72887], [-4.74536, 1.07074, -3.12405], [-4.78246, -2.10699, 0.95429], [5.13255, -2.07127, 1.24109], [-4.02807, 0.70558, -1.96635], [1.63661, 3.24090, 2.04119], [2.53540, -0.92688, 1.13543], [1.00573, 1.11633, 1.01929], [1.15406, -0.36792, 0.92544], [-2.74640, 0.17485, -2.10294], [0.69161, 3.91367, 1.21928], [-3.29621, -4.01377, 0.83397], [-3.69392, -1.25722, 0.84107], [-0.29622, 5.99621, 0.51703], [-2.41428, -1.76754, 0.63664], [-0.03778, 3.19531, 0.23788], [4.94633, -0.80411, 0.62706], [-2.89955, 0.40472, -4.54330], [2.74830, -2.17970, 1.74990], [1.78073, 1.87997, 1.90801], [-1.31253, -0.75079, 0.31944], [-4.60803, -3.50551, 0.94233], [0.12920, -1.17265, 0.53129], [-1.19292, -3.56138, 0.58656], [-0.31870, 1.28447, -0.65372], [0.29674, -2.25058, 0.59866], [-4.73155, 1.27274, -5.29095], [-5.76075, 1.45395, -3.07132], [7.70443, -1.18715, 0.81572], [2.21007, 3.81560, 2.76598], [-0.01999, 5.89242, -0.54116], [-2.39370, 0.24151, -5.49522], [-5.78849, -1.68960, 1.02629], [-4.45744, 0.82354, -0.96265], [4.20294, -3.66899, 2.38181], [2.53530, 1.37776, 2.52334], [-1.52338, 0.27463, 0.74677], [-1.33255, 5.65078, 0.64221], [-3.14381, -5.09602, 0.82237], [-3.84535, -0.17351, 0.81039], [-5.47466, -4.17574, 0.96686], [-0.78320, 3.66648, -0.39544], [1.89424, -2.72575, 2.16763], [-0.18044, 7.02841, 0.85287], [3.57378, 0.79319, 0.27755], [7.19993, -2.19990, -0.57137], [5.78553, -0.27455, 0.15691], [8.25026, -2.89799, 0.70017]],
  "total_charge": 0,
  "de_lowest_kcal_mol": 40.6,
  "homo_ev": -7.90,
  "lumo_energy_ev": 0.4,
  "gap_ev": 8.3080
}